No. 1
Density functional theory data (the ωB97M-V functional and the def2-TZVPD basis) for a 4-piece molecular cluster, C2H12N2O3 overall in a non-equilibrium geometry.

Structure (XYZ):
```
19
Properties=species:S:1:pos:R:3:forces:R:3
C 0.89549 -0.74409 0.13071 -1.50 1.22 -0.75
C 0.11010 0.19365 -0.52895 -0.65 -5.76 -0.62
N -0.62325 -0.35349 -1.70634 0.82 3.33 0.35
N 1.34206 -0.62814 1.50983 -2.04 -2.15 -0.81
H 1.08853 -1.72858 -0.37967 -0.11 1.20 0.36
H -0.53462 0.92225 -0.12898 0.41 1.49 0.95
H -1.43805 0.24903 -1.93996 0.98 -1.16 0.24
H -0.79703 -1.32505 -1.68804 -0.32 -0.76 0.10
H 2.14474 -0.09097 1.48916 2.23 0.90 0.61
H 1.48930 -1.59873 1.89120 0.20 1.75 -0.53
H 2.96012 -0.68095 -2.90150 -0.19 1.70 0.51
H 3.28782 -1.70622 -3.97426 -1.25 -0.01 3.57
O 2.94252 -1.61376 -2.96816 1.40 -1.71 -4.04
H -0.65435 0.58893 3.30450 -0.54 0.93 -1.26
H -0.38937 1.35928 1.93415 -1.43 -0.67 2.00
O -1.08873 1.21547 2.66302 1.99 -0.21 -0.79
H -2.83017 1.84195 1.16976 0.50 -0.40 0.25
H -4.18429 2.42679 1.26153 -0.13 -0.41 -0.28
O -3.72081 1.67263 0.86201 -0.38 0.72 0.13
```
Positions in Å, forces in eV/Å.

Values from the calculation:
orbital gap	8.63	eV
lowest unoccupied orbital energy	0.0288	Eh
SMILES	N/C=C/N.O.O.O
HOMO energy	-7.8	eV
total charge	0
multiplicity	1

Charge distribution, Löwdin scheme, values in e:
1 C -0.1941
2 C -0.1473
3 N -0.0121
4 N -0.0039
5 H 0.1122
6 H 0.0593
7 H 0.0794
8 H 0.0419
9 H 0.0317
10 H 0.1011
11 H -0.0141
12 H 0.1177
13 O -0.1129
14 H 0.0555
15 H 0.0439
16 O -0.1204
17 H -0.0119
18 H 0.0416
19 O -0.0674


No. 2
Density functional theory data (the ωB97M-V functional and the def2-TZVPD basis) for a 2-piece molecular cluster, C2H12N4 overall.

Structure (XYZ):
```
18
Properties=species:S:1:pos:R:3:forces:R:3
N 3.24192 1.96403 0.62836 0.58 0.19 0.18
C 2.79386 0.71326 0.00578 -0.30 -0.12 0.18
N 1.41161 0.61254 -0.32478 0.11 -0.17 -0.24
H 2.64738 2.74358 0.38817 -0.15 -0.07 -0.13
H 3.25263 1.89888 1.63664 -0.21 -0.04 0.02
H 3.41346 0.53163 -0.87865 -0.07 0.16 -0.07
H 3.03086 -0.08818 0.70187 0.08 -0.13 0.03
H 1.06131 1.22955 -1.03542 -0.18 -0.07 0.07
H 0.73082 0.11934 0.24460 0.18 0.25 -0.05
N -1.05132 -1.23034 0.06096 0.02 -0.18 0.09
C -2.46693 -0.91142 0.33042 0.28 0.20 -0.09
N -3.35412 -1.00030 -0.78793 0.35 -0.36 -0.65
H -0.95109 -2.24252 0.03717 0.01 0.07 -0.04
H -0.79003 -0.90596 -0.86450 -0.19 0.03 -0.02
H -2.75201 -1.56152 1.15873 -0.15 0.09 0.08
H -2.50370 0.12204 0.66646 0.00 0.05 0.28
H -3.89347 -1.84462 -0.90669 -0.14 0.06 0.18
H -3.82117 -0.14999 -1.06117 -0.20 0.04 0.18
```
Positions in Å, forces in eV/Å.

Values from the calculation:
orbital gap (spin up / spin down)	2.48 / 8.63	eV
lowest unoccupied orbital energy (spin up / spin down)	0.1416 / 0.1361	Eh
HOMO energy (spin up / spin down)	1.4 / -4.9	eV
<S²>	0.750
total charge	-1
multiplicity	2

Charge distribution, Löwdin scheme, values in e:
1 N -0.0391
2 C -0.4301
3 N -0.0173
4 H 0.0391
5 H 0.0361
6 H 0.0834
7 H 0.0971
8 H 0.0312
9 H 0.0185
10 N -0.0556
11 C -0.7237
12 N -0.1155
13 H 0.0221
14 H 0.0308
15 H 0.0481
16 H 0.0436
17 H -0.0275
18 H -0.0414


No. 3
Density functional theory data (the ωB97M-V functional and the def2-TZVPD basis) for a 2-piece molecular cluster, C2H12N4 overall in a non-equilibrium geometry.

Structure (XYZ):
```
18
Properties=species:S:1:pos:R:3:forces:R:3
C -1.50918 0.24777 0.21777 0.13 -0.44 -0.51
N -0.69807 -0.76501 -0.32244 1.59 -1.88 -0.53
N -2.86246 -0.13770 0.13853 -2.47 -0.91 -0.09
N -1.33243 1.41439 -0.55911 0.14 2.53 -0.66
H 1.72160 0.44150 1.27788 -0.39 -0.38 -0.30
H -1.03935 -1.56834 -0.83790 -0.52 0.66 0.39
H -3.58153 0.50558 -0.17093 0.67 -0.16 0.18
H -0.87702 1.35946 -1.46483 -0.18 -0.35 0.66
H 0.27325 -0.84994 0.02067 -1.06 0.16 -0.06
H -3.19597 -1.03227 0.48482 0.40 0.51 0.00
H -1.32567 2.33756 -0.13899 0.02 -0.49 -0.03
C 2.73529 -0.25471 -0.31944 0.15 0.18 -0.12
N 1.76399 -0.44739 0.76439 1.55 0.13 1.36
H 2.21549 -1.07087 1.44896 -0.45 0.20 -0.33
H -1.23209 0.43818 1.25806 0.33 0.23 0.26
H 3.18148 -1.21254 -0.60008 -0.10 0.15 -0.01
H 2.23286 0.16728 -1.19405 0.05 -0.06 0.08
H 3.52980 0.42704 -0.00331 0.15 -0.08 -0.29
```
Positions in Å, forces in eV/Å.

Values from the calculation:
orbital gap	8.68	eV
lowest unoccupied orbital energy	0.0365	Eh
SMILES	NC(N)N.CN
HOMO energy	-7.7	eV
total charge	0
multiplicity	1

Charge distribution, Löwdin scheme, values in e:
1 C -0.6632
2 N 0.0265
3 N 0.0269
4 N 0.0334
5 H 0.0862
6 H 0.0694
7 H 0.0656
8 H 0.0709
9 H 0.0034
10 H 0.0682
11 H 0.0628
12 C -0.1700
13 N -0.0942
14 H 0.0868
15 H 0.1192
16 H 0.0741
17 H 0.0677
18 H 0.0664


No. 4
Density functional theory data (the ωB97M-V functional and the def2-TZVPD basis) for a 2-piece molecular cluster, C2H12N4O overall.

Structure (XYZ):
```
19
Properties=species:S:1:pos:R:3:forces:R:3
C 1.67479 0.00184 0.35085 0.12 0.14 -0.03
N 3.09852 -0.12186 0.10019 0.20 -0.24 0.09
N 1.15188 1.25497 -0.14919 0.14 0.20 0.03
N 0.95533 -1.14039 -0.20224 -0.20 -0.20 0.02
H 1.52362 -0.01323 1.43618 0.01 -0.01 -0.15
H 3.29396 0.06773 -0.87944 0.02 0.01 0.08
H 3.61217 0.55815 0.64661 -0.03 0.11 -0.07
H 1.15597 1.25152 -1.16575 0.02 0.05 0.04
H 0.19113 1.37438 0.14757 -0.19 -0.04 -0.06
H 1.25074 -1.99145 0.26316 0.09 -0.01 -0.08
H 1.17831 -1.24239 -1.18936 0.01 -0.02 0.07
C -2.73455 -0.00092 -0.68150 -0.16 -0.11 0.35
N -1.71021 0.15952 0.33516 0.21 0.22 0.10
O -2.22887 -0.20459 1.62165 -0.20 -0.21 -0.11
H -2.48600 0.62693 2.03976 0.20 -0.04 -0.20
H -0.94899 -0.51166 0.17135 -0.28 0.14 0.15
H -3.53440 0.71824 -0.49212 0.03 -0.04 -0.13
H -3.16644 -1.00799 -0.70940 0.00 0.02 0.01
H -2.27697 0.22122 -1.64347 0.01 0.03 -0.09
```
Positions in Å, forces in eV/Å.

Values from the calculation:
orbital gap	9.77	eV
lowest unoccupied orbital energy	0.0355	Eh
SMILES	NC(N)N.CNO
HOMO energy	-8.8	eV
total charge	0
multiplicity	1

Charge distribution, Löwdin scheme, values in e:
1 C -0.5799
2 N 0.0325
3 N 0.0411
4 N 0.0271
5 H 0.1405
6 H 0.0636
7 H 0.0662
8 H 0.0660
9 H 0.0352
10 H 0.0796
11 H 0.0767
12 C -0.1212
13 N -0.1868
14 O -0.0968
15 H 0.0813
16 H 0.0508
17 H 0.0735
18 H 0.0757
19 H 0.0748


No. 5
Density functional theory data (the ωB97M-V functional and the def2-TZVPD basis) for a 2-piece molecular cluster, C2H12N8 overall in a non-equilibrium geometry.

Structure (XYZ):
```
22
Properties=species:S:1:pos:R:3:forces:R:3
C -0.83200 0.48359 1.01680 2.73 0.63 1.67
N 1.35139 -0.00891 1.76143 0.74 -0.99 0.51
N -1.69746 1.51428 0.85099 -0.28 0.08 -1.02
N -1.33117 -0.69448 1.45718 0.38 -0.76 -0.31
N 0.50786 0.73766 0.92905 -3.00 0.96 0.98
H 1.82756 0.62926 2.39666 -0.16 -0.01 -0.24
H 0.87656 -0.68752 2.35531 -0.14 0.08 -0.13
H -1.41311 2.11514 0.08688 0.17 0.33 0.33
H -2.28671 -0.85268 1.14823 0.18 0.04 0.25
H -2.66878 1.25298 0.74235 0.07 -0.14 -0.17
H -0.76468 -1.46271 1.03486 -0.70 0.53 0.42
C 0.59073 0.12839 -1.06972 -2.40 -1.54 -3.89
N -0.74850 -1.74485 -1.01334 0.18 -0.91 -0.12
N 0.85817 1.32969 -1.72727 -0.26 0.75 0.28
N 1.73069 -0.69665 -0.98324 0.17 -0.23 1.13
N -0.64555 -0.36707 -1.34075 2.42 1.11 0.36
H 0.15637 -2.19785 -1.17401 -0.02 0.07 -0.11
H -1.39757 -2.15916 -1.67689 0.04 0.14 0.10
H 0.00291 1.72791 -2.09541 0.05 0.03 -0.02
H 2.05814 -0.71196 -0.01509 0.03 -0.33 0.05
H 1.34763 1.98678 -1.13029 -0.03 -0.01 -0.04
H 2.47750 -0.32183 -1.55372 -0.18 0.15 -0.04
```
Positions in Å, forces in eV/Å.

Values from the calculation:
orbital gap	7.48	eV
lowest unoccupied orbital energy	0.0345	Eh
SMILES	NN=C(N)N.NN=C(N)N
HOMO energy	-6.5	eV
total charge	0
multiplicity	1

Charge distribution, Löwdin scheme, values in e:
1 C -0.5282
2 N -0.0355
3 N 0.1612
4 N 0.1338
5 N -0.0906
6 H 0.0775
7 H 0.0663
8 H 0.0989
9 H 0.1012
10 H 0.0986
11 H 0.0913
12 C -0.5967
13 N -0.0744
14 N 0.0849
15 N 0.0902
16 N -0.0821
17 H 0.0539
18 H 0.0654
19 H 0.0727
20 H 0.0492
21 H 0.0804
22 H 0.0821


No. 6
Density functional theory data (the ωB97M-V functional and the def2-TZVPD basis) for a 3-piece molecular cluster, C2H12NO3 overall in a non-equilibrium geometry.

Structure (XYZ):
```
18
Properties=species:S:1:pos:R:3:forces:R:3
C 0.19620 1.87206 1.67341 0.46 -1.08 -0.52
O -0.64218 1.00461 2.41564 -0.02 0.04 -0.13
C 0.76437 1.06502 0.47529 1.17 0.75 0.49
N -0.05261 -0.11650 0.05312 -0.36 2.44 -0.85
H -0.31096 2.77879 1.35721 -0.16 0.04 0.13
H 1.12267 2.07595 2.20556 -0.31 0.68 0.38
H -0.40608 1.04007 3.34530 -0.12 0.00 0.12
H 1.71258 0.66959 0.83551 0.02 -0.17 -0.33
H 0.98453 1.77658 -0.35083 -0.30 -0.90 0.23
H 0.56123 -0.74103 -0.53990 -0.74 0.24 0.55
H -0.60685 -0.39732 0.86370 0.31 -0.74 0.16
H -0.71781 0.31662 -0.59106 -0.33 -0.76 -0.20
H -1.76116 -2.72901 -2.38231 -0.58 -0.24 -0.65
H -2.29858 -1.29246 -2.88499 -0.53 -0.46 -0.69
O -1.76719 -1.78392 -2.27212 1.15 0.76 1.42
H 1.31441 -2.19224 -1.31489 0.25 -0.51 -0.28
H 1.84793 -1.43126 -2.53629 -0.03 0.10 -0.20
O 1.58611 -1.32261 -1.61874 0.10 -0.17 0.37
```
Positions in Å, forces in eV/Å.

Values from the calculation:
orbital gap	11.88	eV
lowest unoccupied orbital energy	-0.1116	Eh
HOMO energy	-14.9	eV
total charge	+1
multiplicity	1

Charge distribution, Löwdin scheme, values in e:
1 C -0.2088
2 O -0.0526
3 C -0.1298
4 N 0.1768
5 H 0.1240
6 H 0.1269
7 H 0.1098
8 H 0.1258
9 H 0.1481
10 H 0.0845
11 H 0.1520
12 H 0.1581
13 H 0.0392
14 H 0.0371
15 O -0.0423
16 H 0.0748
17 H 0.0915
18 O -0.0151


Energy (computed, eV): -11389.14625; -8227.15638; -8228.11827; -10274.99512; -14186.60618; -9894.57366
Energy relative to the best compared isomer or geometry (same formula, charge and spin) (computed, kcal per mole): 60.0; 0.5; 15.0; 38.6; 0.0; 20.1